(1)
Density functional theory data (wB97M-V/def2-TZVPD) for a molecular structure, C14H28AgBBr14F4 at a distorted geometry.

Output
gap between HOMO and LUMO	8.36	eV
charge	0
energy above the lowest of the compared OMol25 structures with the same formula, charge and spin	53.1	kJ/mol

Geometry as XYZ:
```
62
C14H28AgBBr14F4 wB97M-V/def2-TZVPD
Ag 9.80 -21.88 -17.33
B 11.83 -20.28 -17.38
F 12.96 -19.48 -17.45
F 11.37 -20.63 -18.66
F 12.12 -21.45 -16.62
F 10.79 -19.63 -16.67
Br 16.22 -23.28 -16.19
C 14.45 -24.06 -16.44
C 14.47 -25.55 -16.16
Br 12.68 -26.22 -16.47
H 14.20 -23.93 -17.49
H 13.79 -23.55 -15.75
H 14.71 -25.88 -15.16
H 15.16 -26.07 -16.82
Br 15.60 -22.29 -20.70
C 15.57 -20.81 -19.43
C 14.92 -19.59 -20.06
Br 15.93 -18.86 -21.57
H 16.60 -20.55 -19.21
H 15.03 -21.13 -18.54
H 14.77 -18.82 -19.32
H 13.94 -19.88 -20.43
Br 11.10 -16.59 -13.91
C 12.13 -18.13 -14.61
C 13.55 -18.03 -14.07
Br 14.48 -16.42 -14.66
H 12.17 -18.13 -15.69
H 11.74 -19.07 -14.24
H 14.11 -18.93 -14.35
H 13.62 -18.04 -12.99
Br 10.31 -23.32 -15.09
C 10.91 -23.80 -13.28
C 11.45 -22.66 -12.44
Br 13.14 -21.96 -13.11
H 11.59 -24.64 -13.43
H 10.02 -24.17 -12.77
H 11.64 -23.04 -11.44
H 10.71 -21.88 -12.36
Br 10.02 -24.22 -22.05
C 11.53 -23.13 -21.46
C 12.21 -23.83 -20.31
Br 11.15 -23.94 -18.68
H 11.15 -22.16 -21.16
H 12.20 -23.02 -22.31
H 13.10 -23.28 -20.02
H 12.49 -24.86 -20.51
Br 7.87 -20.02 -16.36
C 7.81 -18.37 -15.29
C 7.46 -18.68 -13.85
Br 8.73 -19.93 -13.01
H 7.11 -17.68 -15.74
H 8.80 -17.92 -15.31
H 6.46 -19.06 -13.72
H 7.53 -17.73 -13.32
Br 12.50 -14.21 -17.71
C 12.51 -16.14 -18.05
C 12.28 -16.52 -19.48
Br 13.75 -15.84 -20.61
H 11.81 -16.60 -17.36
H 13.53 -16.43 -17.77
H 11.32 -16.24 -19.92
H 12.30 -17.61 -19.53
```

***

(2)
Density functional theory data (wB97M-V/def2-TZVPD) for a molecular structure, C14H28BF3N5O19Tl at a distorted geometry.

Output
gap between HOMO and LUMO	2.34	eV
charge	+2

Geometry as XYZ:
```
71
C14H28BF3N5O19Tl wB97M-V/def2-TZVPD
Tl -0.57 1.87 1.62
B 0.37 -0.32 0.01
H 0.70 -1.11 -0.76
H -0.43 0.39 -0.47
H -0.03 -0.77 1.03
H 1.24 0.37 0.36
C -5.61 1.45 -2.49
C -4.70 1.71 -3.67
O -3.40 1.60 -3.09
C -3.50 1.76 -1.75
O -2.58 1.96 -1.02
O -4.77 1.69 -1.36
F -4.91 2.99 -4.07
H -5.98 0.42 -2.56
H -6.46 2.12 -2.36
H -4.78 1.00 -4.50
C -1.79 -2.89 -0.94
C -1.63 -2.17 -2.26
O -2.86 -1.46 -2.30
C -3.76 -2.01 -1.49
O -4.90 -1.69 -1.42
O -3.17 -2.99 -0.74
F -1.54 -2.97 -3.33
H -1.36 -2.28 -0.12
H -1.31 -3.86 -0.82
H -0.77 -1.50 -2.23
C 4.34 -1.24 4.40
C 5.08 -0.78 3.17
O 4.33 0.35 2.79
C 3.07 0.26 3.29
O 2.19 1.01 3.01
O 3.03 -0.73 4.19
F 4.94 -1.70 2.17
H 4.73 -0.94 5.37
H 4.21 -2.33 4.38
H 6.15 -0.62 3.34
C 0.33 2.06 -3.49
N 0.14 3.14 -2.48
O -0.07 2.76 -1.34
O 0.08 4.28 -2.85
H 0.13 2.48 -4.47
H -0.30 1.25 -3.15
H 1.37 1.75 -3.41
C 3.73 3.66 -1.77
N 3.53 3.49 -0.31
O 4.29 4.03 0.46
O 2.51 2.92 0.06
H 4.09 2.68 -2.08
H 4.52 4.38 -1.97
H 2.83 4.00 -2.27
C 3.75 -0.74 -1.06
N 5.01 -1.42 -1.50
O 5.74 -1.86 -0.63
O 5.28 -1.40 -2.68
H 3.72 -0.95 0.01
H 2.94 -1.13 -1.67
H 3.84 0.33 -1.21
C -5.09 -0.66 1.80
N -3.72 -1.17 1.99
O -2.85 -0.75 1.22
O -3.53 -1.99 2.84
H -5.71 -1.24 1.12
H -5.02 0.41 1.60
H -5.61 -0.75 2.76
C 0.42 -2.57 4.64
N -0.25 -1.95 3.48
O -0.33 -0.74 3.40
O -0.77 -2.70 2.69
H 0.78 -3.55 4.34
H -0.40 -2.72 5.35
H 1.06 -1.91 5.20
```

***

(3)
Density functional theory data (wB97M-V/def2-TZVPD) for a molecular structure, C14H28BiF3N3O5PS3Se.

Output
gap between HOMO and LUMO	7.65	eV
charge	0

Geometry as XYZ:
```
59
C14H28BiF3N3O5PS3Se wB97M-V/def2-TZVPD
Bi -0.53 -0.03 -0.40
C 0.47 -3.16 -4.32
C 0.54 -1.86 -5.08
C 1.83 -1.10 -4.83
O -0.65 -1.02 -4.82
P -1.13 -0.22 -3.57
S 0.14 1.11 -2.87
S -1.66 -1.56 -2.11
O -2.40 0.54 -4.08
C -3.50 0.09 -4.92
C -4.03 -1.24 -4.45
C -3.08 0.11 -6.37
H 1.27 -3.81 -4.68
H -0.48 -3.67 -4.50
H 0.61 -3.02 -3.25
H 0.43 -2.04 -6.15
H 2.01 -0.96 -3.77
H 1.81 -0.13 -5.32
H 2.65 -1.68 -5.24
H -4.24 0.87 -4.73
H -3.29 -2.03 -4.59
H -4.90 -1.50 -5.06
H -4.33 -1.21 -3.41
H -2.45 -0.74 -6.62
H -2.53 1.03 -6.60
H -3.97 0.08 -7.00
Se -4.39 3.14 -1.53
C -3.16 2.02 -0.93
N -2.35 1.28 -0.52
F 2.70 0.73 0.29
C 3.32 -0.47 0.30
F 4.06 -0.53 1.40
F 4.13 -0.50 -0.76
S 2.08 -1.82 0.24
O 1.44 -1.55 -1.05
O 2.83 -3.03 0.33
O 1.17 -1.48 1.33
C 0.24 1.14 2.89
C -1.20 0.65 2.98
N -1.33 -0.77 3.33
C -0.97 -1.15 4.69
C 0.44 -1.71 4.80
C -1.72 -1.68 2.43
C -2.08 -3.04 2.94
N -1.81 -1.40 1.16
H 0.26 2.16 2.51
H 0.86 0.50 2.26
H 0.72 1.16 3.88
H -1.76 0.81 2.06
H -1.73 1.21 3.76
H -1.70 -1.86 5.07
H -1.07 -0.25 5.30
H 0.55 -2.64 4.26
H 0.68 -1.89 5.85
H 1.17 -1.01 4.40
H -2.89 -2.98 3.66
H -1.23 -3.52 3.42
H -2.40 -3.67 2.11
H -2.21 -2.18 0.65
```

***

(4)
Density functional theory data (wB97M-V/def2-TZVPD) for 6 unconnected molecules or ions with the total composition C14H28Br2N2O5 at a distorted geometry.

Output
gap between HOMO and LUMO	3.33	eV
charge	-2
energy above the lowest of the compared OMol25 structures with the same formula, charge and spin	58.2	kJ/mol

Geometry as XYZ:
```
51
C14H28Br2N2O5 wB97M-V/def2-TZVPD
N 1.03 0.98 1.08
H 1.33 0.47 0.26
H 1.75 1.58 1.52
H 0.55 0.43 1.81
H 0.35 1.68 0.75
C -2.89 2.55 -0.74
C -1.46 2.70 -1.21
O -0.62 3.27 -0.28
H -3.38 3.52 -0.61
H -3.02 2.00 0.19
H -3.56 1.94 -1.36
H -1.40 3.14 -2.22
H -1.04 1.69 -1.38
C 4.41 2.33 3.86
C 3.65 3.16 2.74
O 2.28 3.09 2.93
H 5.49 2.35 3.69
H 4.13 1.31 3.60
H 4.13 2.58 4.88
H 3.91 2.66 1.79
H 3.94 4.22 2.68
C 1.24 -0.58 4.41
C -0.25 -0.33 4.38
O -0.63 0.58 3.42
H 1.84 0.31 4.64
H 1.56 -1.03 3.46
H 1.51 -1.35 5.14
H -0.65 -0.08 5.38
H -0.71 -1.32 4.18
Br -3.25 -1.13 -1.71
C -3.34 -1.87 0.16
C -2.34 -1.35 1.20
Br -0.46 -1.84 0.87
H -3.19 -2.95 0.07
H -4.33 -1.58 0.50
H -2.58 -1.67 2.21
H -2.43 -0.26 1.17
C -1.39 -2.43 -5.88
C -1.64 -1.51 -4.87
C -0.66 -1.37 -3.87
C 0.49 -2.15 -3.86
C 0.68 -3.04 -4.94
C -0.26 -3.25 -5.93
N 1.51 -1.97 -2.85
O 1.47 -0.98 -2.17
O 2.25 -2.93 -2.70
H -2.17 -2.61 -6.61
H -2.52 -0.88 -4.91
H -0.77 -0.66 -3.06
H 1.61 -3.58 -5.02
H -0.19 -3.86 -6.81
```

***

Computed total energy (eV) in order:
-1011119.55711, -74809.97238, -150817.57584, -168267.17415